C33H45N6O3 | ωB97M-V/def2-TZVPD

Last column: Löwdin charge in e.
Cartesian coordinates (Å):
C 4.30679 -3.57981 1.82414  -0.09
C 4.87839 -2.80772 0.53886  -0.37
C 4.04754 -3.20103 -0.81329  -0.09
C 5.09153 -1.22593 0.72454  -0.15
C 3.85209 -0.41932 1.34089  -0.30
C 4.49792 0.84066 2.16442  -0.08
C 2.90461 0.28683 0.21961  -0.14
O 2.19682 -0.66909 -0.63940  -0.09
C 0.91060 -1.01150 -0.13462  -0.12
C 0.66933 -1.82827 1.15646  0.13
C -0.78422 -2.21662 1.63975  0.03
C -0.93837 -3.09713 2.96130  -0.32
O -1.55584 -2.75638 3.98349  0.14
O -0.31663 -4.40642 2.92088  0.02
C -1.97223 -1.71145 0.75147  0.08
C -1.62852 -0.88699 -0.53415  0.06
N -0.25785 -0.57764 -0.91455  0.14
H 3.96632 -4.62407 1.44863  0.09
H 5.08128 -3.77217 2.63938  0.09
H 3.38892 -3.10614 2.31248  0.04
H 5.93614 -3.24747 0.35195  0.14
H 2.91619 -3.17841 -0.66335  0.06
H 4.41099 -2.51313 -1.66784  0.09
H 4.38448 -4.27723 -1.06989  0.09
H 5.43777 -0.79845 -0.27683  0.13
H 5.97630 -1.09900 1.45960  0.12
H 3.22286 -0.98639 2.10501  0.11
H 3.72373 1.38185 2.81137  0.09
H 4.80494 1.59650 1.33963  0.09
H 5.45844 0.56418 2.71393  0.09
H 3.61245 0.90492 -0.45035  0.14
H 2.18461 1.02639 0.73899  0.15
H 1.51965 -2.18699 1.82041  0.09
H 0.65005 -4.31555 3.10180  0.13
H -3.03607 -1.98082 1.05463  0.12
H -2.52294 -0.54894 -1.15753  0.15
H -0.13615 -0.01070 -1.78085  0.16
N 0.58859 -6.82268 1.77421  -0.01
C 1.17641 -7.25905 0.61587  -0.15
C 1.38601 -8.61173 0.73036  -0.11
C 0.90198 -9.00768 2.00179  -0.11
C 0.41327 -7.88392 2.62240  -0.13
H 0.32520 -5.86880 1.97147  0.08
H 1.39538 -6.57069 -0.18691  0.10
H 1.83663 -9.24627 -0.01862  0.09
H 0.90956 -10.00481 2.41682  0.10
H -0.04179 -7.74782 3.59210  0.11
N 1.20343 4.61819 -2.54621  0.03
C 1.92161 3.56890 -2.04254  -0.13
C 1.41028 2.40865 -2.57455  -0.12
C 0.34604 2.77646 -3.43588  -0.12
C 0.24463 4.14557 -3.39988  -0.14
H 1.35724 5.58923 -2.32368  0.16
H 2.73230 3.73647 -1.34947  0.11
H 1.75929 1.40658 -2.36740  0.07
H -0.27682 2.11261 -4.01874  0.09
H -0.42709 4.82292 -3.90624  0.11
N -5.45753 1.09604 3.23756  0.01
C -4.52400 1.82584 3.92390  -0.13
C -3.46303 1.00002 4.20538  -0.10
C -3.76454 -0.27420 3.66375  -0.12
C -5.00083 -0.18426 3.06977  -0.15
H -6.34237 1.44654 2.90689  0.14
H -4.69559 2.86663 4.15365  0.10
H -2.56840 1.28223 4.74086  0.09
H -3.14561 -1.15891 3.70340  0.06
H -5.59370 -0.91896 2.54525  0.10
N -0.38554 3.92418 -6.75956  0.00
C 0.35795 3.56707 -7.85281  -0.14
C -0.48404 3.50588 -8.93648  -0.11
C -1.78258 3.84413 -8.48189  -0.11
C -1.69117 4.10011 -7.13553  -0.15
H -0.02748 4.04045 -5.82400  0.09
H 1.41872 3.38638 -7.76515  0.11
H -0.19671 3.24752 -9.94506  0.09
H -2.68434 3.89542 -9.07428  0.09
H -2.44052 4.39029 -6.41414  0.10
N -6.20414 5.71028 1.31481  0.00
C -5.50507 4.77750 2.03352  -0.15
C -4.57104 5.44001 2.79265  -0.12
C -4.71605 6.82390 2.52643  -0.11
C -5.73289 6.96082 1.61328  -0.13
H -6.94951 5.50830 0.66808  0.15
H -5.73088 3.72588 1.94163  0.09
H -3.86276 4.97963 3.46591  0.08
H -4.14066 7.63081 2.95585  0.09
H -6.15980 7.83776 1.15049  0.11

Summary:
Charge: +1
Lowest unoccupied orbital energy in eV: -5.30
Electronic energy in eV: -50020.275
Maximum force in Eh/bohr: 0.1019
Kohn-Sham gap in eV: 4.48

C33H46BMoN8O2S3 | ωB97M-V/def2-TZVPD

Last column: Mulliken spin population.
Cartesian coordinates (Å):
Mo -0.35422 0.10042 0.51834  2.05
C -2.92515 -1.22057 3.85263  0.00
C -1.71104 -0.64587 3.16038  0.00
O -1.64962 -0.78700 1.89178  -0.03
C -0.67166 -0.11730 3.93138  0.00
C 0.46832 0.52612 3.42323  0.00
C 1.77602 0.41998 4.13928  0.00
N 0.45444 1.32550 2.34837  -0.03
N -0.74921 1.54085 1.82670  -0.02
C -1.41215 2.42494 1.10947  0.02
O -1.73285 1.91409 -0.00499  -0.01
C -1.91045 3.70968 1.57658  -0.01
C -2.68204 4.47542 0.70161  0.01
C -3.22630 5.66930 1.12940  0.00
C -3.00242 6.10232 2.42799  0.01
C -2.23046 5.34442 3.29753  0.00
C -1.68435 4.14731 2.88121  0.01
H -3.11025 -2.24376 3.52945  0.00
H -3.79719 -0.62770 3.56957  0.00
H -2.81046 -1.19352 4.93278  0.00
H -0.68845 -0.32799 4.99285  0.00
H 1.61105 0.17746 5.18582  0.00
H 2.34056 1.34517 4.04683  0.00
H 2.36115 -0.38232 3.68752  0.00
H -2.84526 4.10060 -0.29828  0.00
H -3.83424 6.25975 0.45890  0.00
H -3.43952 7.02859 2.76790  0.00
H -2.06860 5.68463 4.30885  0.00
H -1.10011 3.53639 3.55698  0.00
C 0.52516 -3.84868 2.63871  0.01
C -0.12667 -4.60126 1.48334  0.00
C -1.65202 -4.53951 1.62224  0.00
C 0.39186 -6.04587 1.49404  0.00
N 0.21383 -4.01786 0.17268  0.00
C -0.13527 -4.65635 -0.98916  0.00
C 0.26868 -3.88778 -2.02190  0.00
N 0.86517 -2.76977 -1.51391  -0.04
B 1.45662 -1.71697 -2.48052  0.06
N 0.34740 -0.82219 -3.07715  -0.02
C 0.53723 -0.22546 -4.29123  0.01
C -0.60883 0.40414 -4.63830  0.00
N -1.51905 0.19853 -3.63885  0.00
C -0.90509 -0.53353 -2.68478  0.02
S -1.58906 -1.08325 -1.20075  -0.04
C -2.92892 0.62985 -3.66357  0.00
C -3.21829 1.53101 -2.46467  0.00
C -3.21046 1.41702 -4.94435  0.00
C -3.80039 -0.62798 -3.64059  0.00
N 2.56209 -0.86951 -1.82803  -0.01
C 3.85664 -1.30454 -1.81672  0.00
C 4.62712 -0.34061 -1.26753  0.00
N 3.80769 0.70361 -0.93223  0.01
C 2.54784 0.35344 -1.26853  0.01
S 1.13417 1.31383 -1.07476  0.00
C 4.24064 1.97806 -0.34176  0.01
C 4.00245 3.07866 -1.37792  0.00
C 3.44649 2.23707 0.94115  -0.01
C 5.72939 1.90511 -0.00523  0.00
C 0.79829 -2.85210 -0.17488  0.02
S 1.39793 -1.61215 0.86359  -0.02
H 0.37066 -4.40259 3.56109  0.00
H 0.09179 -2.85796 2.75927  -0.01
H 1.59519 -3.74845 2.47483  0.00
H -1.95019 -4.89307 2.60679  0.00
H -2.14781 -5.15345 0.87382  0.00
H -1.99167 -3.51027 1.49996  0.00
H 0.22523 -6.49131 2.47169  0.00
H 1.46153 -6.05543 1.29240  0.00
H -0.10390 -6.67173 0.75776  0.00
H -0.62723 -5.60418 -1.00831  0.00
H 0.17243 -4.04199 -3.07399  0.00
H 1.95464 -2.30634 -3.38093  0.00
H 1.46741 -0.30628 -4.81085  0.00
H -0.81831 0.97259 -5.51642  0.00
H -2.47467 2.32274 -2.39691  0.00
H -3.20401 0.97575 -1.53115  0.00
H -4.20010 1.98267 -2.57574  0.00
H -2.62477 2.33163 -4.98298  0.00
H -4.26186 1.69443 -4.94971  0.00
H -3.01979 0.81991 -5.83268  0.00
H -3.62115 -1.20858 -2.74049  0.00
H -3.58257 -1.24889 -4.50664  0.00
H -4.84951 -0.34849 -3.66594  0.00
H 4.12625 -2.26521 -2.20083  0.00
H 5.67871 -0.34597 -1.09670  0.00
H 2.95094 3.12687 -1.64690  0.00
H 4.58543 2.88179 -2.27599  0.00
H 4.30172 4.04056 -0.97015  0.00
H 2.42725 2.54520 0.72250  0.00
H 3.92443 3.03127 1.50751  0.00
H 3.40795 1.33870 1.55425  0.00
H 6.33111 1.75035 -0.89716  0.00
H 5.93232 1.11429 0.71315  0.00
H 6.03434 2.84955 0.43695  0.00

Summary:
Multiplicity: 3
Charge: +1
Lowest unoccupied orbital energy (spin up / spin down) in eV: -2.86 / -2.72
Electronic energy in eV: -86021.466
Maximum force in Eh/bohr: 0.0353
Kohn-Sham gap (spin up / spin down) in eV: 7.35 / 7.88

C33H46BN11O2S3Tl | ωB97M-V/def2-TZVPD

Last column: Löwdin charge in e.
Cartesian coordinates (Å):
Tl 0.42007 -0.29888 -1.65836  0.66
O -1.75308 -1.46601 -5.33177  0.11
C -1.38775 -1.00350 -4.27216  -0.44
N -0.11771 -1.00132 -3.78457  0.05
C 0.96643 -1.29268 -4.56597  -0.47
O 1.10708 -1.04440 -5.74351  0.12
C 2.08225 -1.97436 -3.80777  -0.21
C 3.05538 -2.66911 -4.50968  0.02
C 4.06340 -3.29807 -3.79684  -0.02
C 4.06475 -3.20995 -2.41240  -0.02
C 3.06235 -2.48355 -1.79321  -0.13
N 2.09721 -1.88357 -2.48031  0.03
C -2.41739 -0.42649 -3.32906  -0.18
C -3.69283 -0.17434 -3.81913  0.02
C -4.64514 0.35114 -2.96509  -0.03
C -4.29621 0.58657 -1.64188  -0.03
C -3.00458 0.30552 -1.23818  -0.15
N -2.08481 -0.18600 -2.06451  0.04
H 2.99791 -2.70517 -5.58798  0.13
H 4.84251 -3.84206 -4.31390  0.12
H 4.83195 -3.69497 -1.82554  0.11
H 3.02216 -2.36079 -0.71795  0.07
H -3.90235 -0.39317 -4.85612  0.13
H -5.63919 0.58286 -3.32351  0.12
H -5.00817 0.98916 -0.93447  0.11
H -2.69088 0.49774 -0.22000  0.10
C -4.41518 -3.96059 2.12959  -0.04
C -3.58952 -3.42167 0.95751  -0.53
C -4.50068 -2.97860 -0.18965  -0.02
C -2.68322 -4.55319 0.48079  -0.07
N -2.86689 -2.19597 1.44243  0.03
C -3.52895 -1.30445 2.27055  -0.04
C -2.74601 -0.22191 2.43463  -0.03
N -1.59719 -0.42384 1.70974  0.04
B -0.44258 0.54463 1.41085  -0.73
N -0.75862 2.03025 1.53520  0.07
C -0.89389 2.75754 2.70062  -0.04
C -0.86821 4.06186 2.38341  -0.03
N -0.69231 4.16354 1.01246  0.02
C -0.62590 2.90004 0.49605  -0.59
S -0.50246 2.48111 -1.16035  0.72
C -0.57503 5.47567 0.30270  -0.54
C -0.65211 6.59879 1.33413  -0.06
C -1.74399 5.63574 -0.67291  -0.04
C 0.78396 5.58084 -0.39656  -0.04
N 0.79458 0.13303 2.22792  0.06
C 0.77274 -0.25390 3.54708  -0.03
C 1.99185 -0.72286 3.85834  -0.04
N 2.78575 -0.63975 2.72567  0.02
C 2.02226 -0.11476 1.71990  -0.60
S 2.49117 0.28406 0.11642  0.71
C 4.16713 -1.22501 2.78503  -0.53
C 4.00269 -2.74707 2.82385  -0.02
C 4.82535 -0.72923 4.07683  -0.03
C 5.08052 -0.84346 1.62601  -0.07
C -1.67336 -1.62985 1.09352  -0.63
S -0.40265 -2.27897 0.13924  0.72
H -4.85407 -4.91417 1.84249  0.09
H -5.23501 -3.29961 2.40877  0.07
H -3.77908 -4.12866 2.99979  0.10
H -5.06640 -3.83243 -0.56256  0.10
H -3.90377 -2.57756 -1.01102  0.08
H -5.20628 -2.21221 0.13650  0.09
H -3.30343 -5.43645 0.32590  0.09
H -1.92305 -4.79601 1.22296  0.09
H -2.19341 -4.31881 -0.45586  0.05
H -4.50058 -1.50279 2.68104  0.12
H -2.92311 0.67631 3.00095  0.12
H -0.19776 0.39013 0.28456  -0.06
H -0.99283 2.28994 3.66495  0.12
H -0.95341 4.91733 3.02501  0.12
H -1.61138 6.61010 1.85341  0.09
H -0.54994 7.54439 0.80543  0.10
H 0.15684 6.53495 2.06345  0.09
H -2.69019 5.63065 -0.12861  0.09
H -1.75858 4.83757 -1.40958  0.04
H -1.65162 6.58710 -1.19690  0.09
H 1.59063 5.42053 0.32138  0.10
H 0.89294 6.57991 -0.81886  0.09
H 0.87724 4.85807 -1.19910  0.04
H -0.11415 -0.17181 4.15145  0.13
H 2.35306 -1.10231 4.79516  0.12
H 3.41724 -3.05947 3.68943  0.09
H 4.98140 -3.22320 2.88389  0.10
H 3.49695 -3.09953 1.92298  0.09
H 4.35056 -1.13396 4.96970  0.07
H 4.80475 0.36001 4.12966  0.10
H 5.86544 -1.05124 4.08765  0.09
H 4.75910 -1.28347 0.68840  0.05
H 6.08045 -1.21662 1.84988  0.09
H 5.13911 0.23543 1.49770  0.08
N 3.09321 1.01237 -3.51038  0.00
N 1.84062 1.41290 -2.95244  -0.13
H 3.59798 1.81635 -3.86694  0.09
H 2.91790 0.39381 -4.29090  0.06
H 1.23008 1.87669 -3.62314  0.09
H 2.02998 2.06913 -2.20332  0.03

Summary:
Charge: +1
Energy above the lowest of the compared OMol25 structures with the same formula, charge and spin in kcal per mole: 25.7
Lowest unoccupied orbital energy in eV: -3.28
Electronic energy in eV: -93328.775
Maximum force in Eh/bohr: 0.0154
Kohn-Sham gap in eV: 6.97

C33H46Br2N7O3P | ωB97M-V/def2-TZVPD

Last column: Löwdin charge in e.
Cartesian coordinates (Å):
C 9.36907 -3.65145 0.50841  -0.04
C 7.94516 -3.91304 0.03561  -0.42
O 7.25173 -4.63284 1.04237  -0.03
C 7.25201 -2.61456 -0.33632  -0.24
O 5.94538 -2.88539 -0.83321  -0.39
P 4.63959 -2.61500 0.22931  0.62
Br 2.82691 -2.04894 1.63115  0.34
C 3.76760 -4.08655 -0.47860  -0.29
C 3.64975 -5.28455 0.45007  -0.83
O 4.46315 -6.16622 0.40550  -0.01
Br 2.16957 -5.47479 1.68874  0.71
H 9.77742 -4.59000 0.86228  0.08
H 9.40463 -2.93288 1.32251  0.08
H 9.99391 -3.30987 -0.31279  0.08
H 7.96629 -4.52197 -0.85995  0.15
H 7.10422 -4.03602 1.77878  0.08
H 7.80134 -2.17744 -1.16684  0.13
H 7.27402 -1.87034 0.46502  0.10
H 4.52008 -1.32456 -0.29604  0.03
H 5.42509 -2.75283 1.37183  0.02
H 2.80875 -3.78517 -0.88794  0.08
H 4.37055 -4.41533 -1.31035  0.09
C 6.47987 2.21744 1.60497  -0.11
C 6.03901 0.86980 1.70732  -0.12
C 4.67608 0.86884 1.55147  -0.18
N 4.28118 2.16367 1.36307  0.01
C 5.37151 2.99032 1.39034  -0.14
H 7.49251 2.57612 1.68062  0.09
H 6.65428 0.00119 1.87822  0.07
H 3.95662 0.05806 1.55948  -0.04
H 3.33361 2.46224 1.22603  0.15
H 5.26471 4.05287 1.25641  0.11
C -2.35799 -2.61340 0.37388  -0.14
C -2.78002 -2.09152 1.62757  -0.13
C -1.65181 -1.85271 2.36802  -0.13
N -0.57051 -2.21213 1.61497  0.00
C -0.98999 -2.67331 0.40004  -0.14
H -2.98603 -2.91065 -0.44965  0.09
H -3.79352 -1.91161 1.94749  0.09
H -1.52769 -1.45992 3.36257  0.11
H 0.39187 -2.14917 1.90599  -0.01
H -0.28135 -3.00445 -0.33964  0.10
C -4.32311 0.86026 -3.06433  -0.11
C -3.68828 -0.21618 -2.38732  -0.10
C -3.85868 -0.01513 -1.04380  -0.12
N -4.56802 1.14274 -0.87996  0.01
C -4.85860 1.68036 -2.10955  -0.16
H -4.38012 1.01290 -4.12903  0.09
H -3.16648 -1.04442 -2.83652  0.09
H -3.53743 -0.59217 -0.19430  0.07
H -4.83519 1.53477 0.00731  0.13
H -5.41945 2.59657 -2.19755  0.10
C 5.84655 -10.53302 -1.62463  -0.12
C 5.12572 -9.58658 -0.84453  -0.10
C 5.54897 -8.33819 -1.21607  -0.13
N 6.50020 -8.49745 -2.18960  0.00
C 6.68463 -9.83008 -2.44640  -0.15
H 5.75813 -11.60586 -1.58588  0.09
H 4.38135 -9.79911 -0.09549  0.09
H 5.25400 -7.35548 -0.86941  0.07
H 6.98860 -7.75051 -2.64475  0.14
H 7.39301 -10.16016 -3.18681  0.10
C -4.76357 6.76031 0.06384  -0.10
C -3.83629 6.28210 1.02919  -0.09
C -3.73812 4.92640 0.86645  -0.15
N -4.57411 4.56579 -0.15462  -0.02
C -5.19730 5.67917 -0.65376  -0.14
H -5.07503 7.77974 -0.08711  0.08
H -3.30276 6.86779 1.75861  0.09
H -3.15098 4.18952 1.38759  0.11
H -4.70879 3.63008 -0.48731  0.09
H -5.89434 5.60493 -1.47121  0.10
C -7.07928 2.26726 3.76970  -0.11
C -6.04854 3.00990 3.13080  -0.11
C -6.54898 3.46750 1.93914  -0.14
N -7.84154 3.02478 1.83616  0.01
C -8.17270 2.29777 2.94718  -0.14
H -7.02355 1.77020 4.72355  0.09
H -5.05394 3.18911 3.50405  0.09
H -6.09377 4.06578 1.15998  0.08
H -8.45309 3.20716 1.06310  0.14
H -9.15294 1.86642 3.05575  0.10
C -8.04074 9.39469 -2.15147  -0.11
C -6.62131 9.32420 -2.19429  -0.12
C -6.29003 8.23362 -2.95143  -0.16
N -7.45221 7.64079 -3.36505  0.00
C -8.52378 8.34508 -2.88475  -0.14
H -8.63684 10.13245 -1.64157  0.09
H -5.92522 9.99788 -1.72329  0.09
H -5.33259 7.82823 -3.23077  0.11
H -7.51018 6.81717 -3.93337  0.14
H -9.53184 8.03899 -3.10514  0.10

Summary:
Charge: 0
SMILES string: C[C@@H](O)CO[PH2](Br)CC(=O)Br.c1cc[nH]c1.c1cc[nH]c1.c1cc[nH]c1.c1cc[nH]c1.c1cc[nH]c1.c1cc[nH]c1.c1cc[nH]c1
Lowest unoccupied orbital energy in eV: -0.17
Electronic energy in eV: -200911.543
Maximum force in Eh/bohr: 0.0375
Kohn-Sham gap in eV: 7.84